C3H3Br2N | ωB97M-V/def2-TZVPD

For the HOMO energy (alpha / beta), the calculation gives -10.596 / -10.597 eV. The HOMO-LUMO gap (alpha / beta) comes out at 8.6 / 8.6 eV. The value obtained for the energy above the lowest of the compared OMol25 structures with the same formula, charge and spin is 3.257 eV. As for the calculated total energy: -144730.7447 eV.

Structure (ORCA input):
```
! wB97M-V def2-TZVPD RIJCOSX def2/J DEFGRID3
* xyz 0 1
C 0.463 2.070 -0.393
C -0.539 -1.014 -0.192
C 0.408 -0.180 0.575
N 0.541 3.042 -0.981
Br -2.377 -0.447 0.111
Br 2.220 -0.621 0.446
H -0.349 -1.004 -1.266
H -0.477 -2.052 0.163
H 0.111 0.207 1.538
*
```

Atom charges from the Löwdin analysis, given in e for atoms 1 to 5: -0.2096, -0.7085, -0.6629, -0.0460, 0.6560